1.
Density functional theory data (wB97M-V/def2-TZVPD) for a molecular structure, C36H42Cl2NOP3Pt at a distorted geometry.

Calculated values
strongest force on any atom = 6.0 eV Å⁻¹
gap between HOMO and LUMO (alpha / beta) = 4.76 / 5.22 eV
multiplicity = 5
<S²> = 6.049
net charge = +2

Element x y z (Å)
P1 1.5338 1.2922 -3.6849
C1 3.2173 1.2459 -3.2205
C2 4.1237 0.5948 -4.1034
H1 3.7323 -0.0857 -4.8571
C3 5.4701 0.8939 -4.0207
H2 6.1627 0.4427 -4.7311
C4 5.9427 1.7782 -3.0406
H3 6.9946 2.0646 -3.0240
C5 5.0638 2.2802 -2.0655
H4 5.4468 2.9019 -1.2537
C6 3.7009 2.0137 -2.1344
H5 3.0059 2.3856 -1.3838
C7 0.6395 -0.2250 -3.6386
C8 1.2663 -1.4095 -3.1839
H6 2.1840 -1.3375 -2.6009
C9 0.7278 -2.6419 -3.5465
H7 1.2352 -3.5586 -3.2306
C10 -0.4192 -2.7118 -4.3500
H8 -0.7896 -3.6825 -4.6872
C11 -1.0783 -1.5361 -4.7315
H9 -1.9812 -1.5886 -5.3449
C12 -0.5801 -0.2978 -4.3638
H10 -1.0563 0.6287 -4.6842
C13 0.6392 2.7870 -3.4268
C14 0.7039 3.7921 -4.4336
H11 1.4006 3.6680 -5.2665
C15 -0.1435 4.8784 -4.3550
H12 -0.1150 5.6256 -5.1492
C16 -1.0281 5.0077 -3.2766
H13 -1.7142 5.8523 -3.2388
C17 -1.0260 4.0667 -2.2384
H14 -1.6824 4.1825 -1.3795
C18 -0.1835 2.9569 -2.2875
H15 -0.1049 2.2556 -1.4504
Pt1 0.1735 -0.8531 2.5891
C19 -1.6540 -1.4878 1.8337
C20 -2.0239 -1.4476 0.5465
H16 -2.3057 -1.9163 2.6200
C21 -1.1706 -0.7133 -0.5043
O1 -2.0345 0.1508 -1.2507
H17 -1.5123 0.8972 -1.6104
C22 -0.0528 0.0847 -0.0023
H18 -0.7536 -1.4458 -1.2246
C23 0.5758 0.2309 1.1156
Cl1 -0.5733 -2.1285 4.4881
Cl2 2.0008 0.1565 3.7371
P2 1.5341 -2.7140 2.1992
C24 2.4909 -3.1963 3.6580
H19 1.7931 -3.4525 4.4633
H20 3.0983 -2.3398 3.9714
H21 3.1255 -4.0524 3.4016
C25 0.5387 -4.1267 1.6674
H22 0.0955 -3.9034 0.6872
H23 -0.2564 -4.2945 2.4033
H24 1.1870 -5.0082 1.5931
C26 2.7033 -2.3476 0.8724
H25 3.1271 -1.3522 1.0403
H26 2.1779 -2.3673 -0.0890
H27 3.4949 -3.1070 0.8864
P3 -3.6027 -2.2231 0.0035
C27 -4.2319 -3.2906 1.3100
C28 -3.2165 -3.1703 -1.4781
H28 -4.3848 -2.7071 2.2294
H29 -3.5227 -4.1065 1.5173
H30 -5.1935 -3.7215 0.9911
H31 -2.8207 -2.5043 -2.2572
H32 -4.1218 -3.6646 -1.8505
H33 -2.4613 -3.9337 -1.2431
C29 -4.7826 -0.9194 -0.3662
H34 -4.9695 -0.3329 0.5437
H35 -5.7246 -1.3560 -0.7198
H36 -4.3499 -0.2644 -1.1331
H37 1.3380 0.9959 1.2792
N1 -0.8241 0.7787 3.2578
C30 -0.9726 1.6015 4.0736
C31 -1.0893 2.4300 5.2163
C32 -2.3529 2.6517 5.7964
C33 -2.4400 3.2326 7.0621
C34 -1.2757 3.6538 7.7216
C35 -0.0284 3.5552 7.0893
C36 0.0664 2.9515 5.8351
H38 -3.2464 2.3425 5.2495
H39 -3.4179 3.3556 7.5349
H40 -1.3437 4.0771 8.7276
H41 0.8741 3.9379 7.5741
H42 1.0276 2.8443 5.3270

2.
Density functional theory data (wB97M-V/def2-TZVPD) for a molecular structure, C36H42ClGaGeN6O2 at a distorted geometry.

Calculated values
strongest force on any atom = 12.9 eV Å⁻¹
gap between HOMO and LUMO = 8.87 eV

Element x y z (Å)
Ga1 -3.8389 13.6514 11.2649
N1 -1.4222 17.1575 10.4325
C1 -1.9254 17.9165 11.6280
C2 -0.8574 18.8145 12.3633
C3 -1.3864 19.3405 13.7426
N2 -1.7712 18.1778 14.5826
C4 -2.6324 20.1624 13.4810
C5 -3.7569 19.4086 12.6668
N3 -4.3816 18.3765 13.4960
C6 -3.1189 18.7957 11.3603
H1 -0.7289 17.7301 9.9678
H2 -2.2308 17.1808 9.8320
H3 -3.2287 15.4051 9.5910
H4 -2.2733 17.1686 12.3629
H5 -0.5358 19.6371 11.6914
H6 0.0809 18.2671 12.4736
H7 -0.5957 19.9084 14.2317
H8 -2.5144 18.5089 15.1925
H9 -0.9925 17.9047 15.1590
H10 -2.3121 21.0244 12.9122
H11 -3.0422 20.5474 14.4330
H12 -4.6244 20.0557 12.4197
H13 -3.9699 17.4821 13.5138
H14 -5.3782 18.2359 13.2856
H15 -2.8033 19.6248 10.6827
H16 -3.9400 18.2937 10.8668
N4 -8.3004 15.3453 16.9140
C7 -7.8197 15.1631 15.6192
C8 -6.4577 15.0958 15.3650
N5 -6.0055 14.9911 14.1223
C9 -6.9006 15.0638 13.1470
C10 -8.2711 15.0642 13.4253
N6 -8.7502 15.1071 14.6484
H17 -7.6820 14.9362 17.5858
H18 -9.3227 15.2730 17.0217
H19 -5.7372 15.0544 16.1808
H20 -6.6050 15.0599 12.0906
H21 -8.9785 15.1813 12.6120
O1 -4.4610 14.0410 8.9715
O2 -5.0275 13.2029 9.9735
Cl1 1.2183 13.5369 16.6050
C11 -0.1284 13.2383 15.5217
C12 -0.7955 14.3609 15.0445
C13 -1.9716 14.2679 14.2916
C14 -2.5191 13.0270 13.9821
C15 -3.6953 12.7525 13.0361
C16 -1.7620 11.9091 14.3797
C17 -0.5588 11.9808 15.0892
H22 -0.4506 15.3411 15.3506
H23 -2.4023 15.2434 14.0081
H24 -4.7052 12.9261 13.4075
H25 -3.6161 11.6535 12.7580
H26 -2.2244 10.9375 14.2037
H27 -0.1022 11.0564 15.4079
C18 -3.3215 14.5257 9.5669
Ge1 -1.8263 13.8211 8.6089
C19 -1.4311 14.9302 7.0018
C20 -2.3246 15.9937 6.7169
C21 -1.9619 17.0503 5.9188
C22 -0.7368 16.9976 5.1978
C23 0.1151 15.9412 5.4499
C24 -0.1994 14.8844 6.3335
C25 -0.1739 13.7418 9.6156
C26 0.9449 13.0369 9.1284
C27 2.1382 13.0957 9.8745
C28 2.2706 13.8081 11.0612
C29 1.1310 14.4471 11.5348
C30 -0.0567 14.3640 10.8499
C31 -2.1120 11.9463 7.9736
C32 -2.1800 10.8422 8.8120
C33 -2.2606 9.5769 8.2965
C34 -2.2655 9.2921 6.9415
C35 -2.1716 10.3878 6.0772
C36 -2.1022 11.6782 6.5945
H28 -3.2946 16.0413 7.1663
H29 -2.6955 17.8369 5.8081
H30 -0.4331 17.8358 4.5914
H31 1.0586 15.9012 4.9218
H32 0.5491 14.1569 6.5821
H33 0.9456 12.4363 8.2180
H34 3.0032 12.5202 9.5853
H35 3.2280 13.8391 11.5632
H36 1.0371 14.9599 12.4604
H37 -0.9252 14.8981 11.2288
H38 -2.1920 11.0542 9.8827
H39 -2.3569 8.7274 8.9649
H40 -2.3595 8.3027 6.5525
H41 -2.1278 10.2693 5.0103
H42 -1.9840 12.5162 5.9229

3.
Density functional theory data (wB97M-V/def2-TZVPD) for a molecular structure, C36H43Cl2N4O2PPd at a distorted geometry.

Calculated values
strongest force on any atom = 2.7 eV Å⁻¹
gap between HOMO and LUMO = 5.75 eV
ΔE to the lowest compared entry with this formula, charge and spin = 68.6 kJ/mol

Element x y z (Å)
Pd1 -0.6894 -0.4967 -0.3115
Cl1 -2.9602 6.1363 0.3553
C1 -1.9154 4.7572 0.2153
C2 -2.4706 3.5105 0.0195
C3 -1.6657 2.3736 -0.0935
N1 -2.1164 1.0604 -0.2755
C4 -3.3964 0.7548 -0.5191
O1 -4.3421 1.5032 -0.7274
C5 -3.6412 -0.7225 -0.5213
C6 -4.9207 -1.2166 -0.3427
C7 -5.1164 -2.5852 -0.3559
C8 -4.0245 -3.4157 -0.5722
C9 -2.7849 -2.8372 -0.7456
N2 -2.5924 -1.5156 -0.7107
C10 -0.2851 2.5050 -0.0218
C11 0.2633 3.7794 0.1865
C12 -0.5366 4.8925 0.3076
Cl2 0.1972 6.4364 0.5999
N3 0.4978 1.3662 -0.0916
C13 1.8295 1.5229 -0.4485
O2 2.1821 2.0920 -1.4625
C14 2.9248 1.0614 0.5084
C15 4.2356 1.3834 0.1684
C16 5.2579 1.0455 1.0361
C17 4.9371 0.4226 2.2282
C18 3.6027 0.1613 2.4911
N4 2.6075 0.4648 1.6544
H1 -3.5396 3.4119 -0.0590
H2 -5.7267 -0.5089 -0.2096
H3 -6.1043 -3.0022 -0.2084
H4 -4.1294 -4.4913 -0.6136
H5 -1.9063 -3.4294 -0.9296
H6 1.3350 3.8912 0.2711
H7 4.4195 1.8903 -0.7683
H8 6.2876 1.2679 0.7864
H9 5.6998 0.1461 2.9442
H10 3.3139 -0.3154 3.4217
C19 0.4882 -6.8605 -1.2643
C20 -0.1023 -5.9228 -2.3176
C21 0.3628 -4.4714 -2.0858
C22 0.5760 -4.1994 -0.5818
C23 -0.4445 -5.0228 0.2176
C24 -0.0075 -6.4917 0.1523
P1 0.7558 -2.4048 -0.1794
C25 2.3302 -1.9494 -1.0728
C26 3.4676 -3.0033 -1.1140
C27 4.3174 -2.8973 -2.3856
C28 4.5548 -1.4346 -2.7364
C29 3.2365 -0.7666 -3.1527
C30 2.0124 -1.4157 -2.4844
C31 1.2374 -2.3832 1.6007
C32 2.1583 -3.5062 2.1473
C33 1.4915 -4.3530 3.2322
C34 1.0167 -3.4993 4.4178
C35 0.4818 -2.1264 3.9645
C36 0.0154 -2.1652 2.5135
H11 1.5798 -6.8017 -1.3097
H12 0.2254 -7.8929 -1.4964
H13 -1.1944 -5.9821 -2.2735
H14 0.1864 -6.2477 -3.3177
H15 -0.3713 -3.7739 -2.4990
H16 1.2980 -4.3025 -2.6218
H17 1.5489 -4.5971 -0.3030
H18 -1.4352 -4.9411 -0.2277
H19 -0.5335 -4.6891 1.2497
H20 -0.8441 -7.1316 0.4397
H21 0.7894 -6.6666 0.8800
H22 2.6866 -1.1011 -0.4793
H23 3.0954 -4.0236 -1.0428
H24 4.1155 -2.8499 -0.2470
H25 3.8137 -3.3978 -3.2194
H26 5.2655 -3.4158 -2.2317
H27 5.2963 -1.3416 -3.5309
H28 4.9647 -0.9304 -1.8539
H29 3.1150 -0.8284 -4.2367
H30 3.2682 0.2976 -2.9082
H31 1.6508 -2.2363 -3.1061
H32 1.2003 -0.6903 -2.4254
H33 1.7842 -1.4489 1.6307
H34 3.0502 -3.0403 2.5815
H35 2.5213 -4.1569 1.3503
H36 2.1930 -5.1155 3.5769
H37 0.6398 -4.8924 2.8105
H38 1.8383 -3.3579 5.1239
H39 0.2365 -4.0441 4.9533
H40 1.2687 -1.3756 4.0422
H41 -0.3274 -1.8014 4.6187
H42 -0.4694 -1.2278 2.2438
H43 -0.7278 -2.9609 2.3862

4.
Density functional theory data (wB97M-V/def2-TZVPD) for a gas-phase ion, C36H43N4OS (charge +1) at a distorted geometry.

Calculated values
strongest force on any atom = 4.4 eV Å⁻¹
gap between HOMO and LUMO = 8.16 eV
ΔE to the lowest compared entry with this formula, charge and spin = 126.2 kJ/mol
net charge = +1

Element x y z (Å)
C1 2.5486 5.4924 -0.2103
N1 2.3615 4.0853 -0.3896
C2 3.4556 3.2394 -0.4511
O1 4.6248 3.6152 -0.5124
C3 2.9180 1.8054 -0.4992
C4 3.5255 0.9464 0.5980
C5 5.0185 0.7227 0.4301
C6 5.9024 1.0037 1.4766
C7 7.2845 0.8609 1.2940
C8 7.7598 0.4089 0.0435
C9 6.8820 0.1166 -0.9967
C10 5.5076 0.2501 -0.8059
N2 1.4611 2.0111 -0.4343
C11 0.6132 0.9642 -0.5388
C12 -0.7424 0.9793 -0.2356
C13 -1.6252 -0.0048 -0.8444
C14 -3.0611 0.3077 -0.4414
C15 -3.9645 -0.7371 -0.2690
C16 -5.3181 -0.4881 -0.0483
C17 -5.8039 0.8373 0.1051
C18 -7.2465 1.2274 0.3095
C19 -4.8590 1.8629 0.0494
C20 -3.5201 1.6208 -0.2190
C21 1.0916 3.4164 -0.1929
C22 0.6101 3.6747 1.2407
C23 0.0240 3.9343 -1.1819
H1 3.6228 5.7165 -0.2957
H2 1.9951 6.0492 -0.9795
H3 2.1733 5.8396 0.7663
H4 3.1624 1.3930 -1.5056
H5 3.3194 1.4754 1.5481
H6 2.9651 -0.0057 0.6223
H7 5.5058 1.3766 2.4262
H8 7.9713 1.1199 2.0961
H9 8.8360 0.3016 -0.1002
H10 7.2556 -0.2043 -1.9874
H11 4.8017 0.0204 -1.6088
H12 1.1093 0.0598 -0.8980
H13 -1.2453 1.7231 0.4776
H14 -1.4064 -0.2802 -2.0276
H15 -3.6224 -1.7683 -0.3275
H16 -5.9842 -1.3575 0.0246
H17 -7.3184 2.3134 0.5037
H18 -7.8925 1.0158 -0.5532
H19 -7.6890 0.7240 1.1674
H20 -5.1232 2.9118 0.2068
H21 -2.8898 2.5210 -0.3392
H22 1.4134 3.4467 1.9650
H23 0.2984 4.7234 1.3301
H24 -0.2364 3.0199 1.4802
H25 0.5096 4.0259 -2.1661
H26 -0.7977 3.1967 -1.2489
H27 -0.3586 4.9117 -0.8499
C24 -2.8803 -1.1876 -3.1701
C25 -1.6233 -2.0271 -2.9055
C26 -1.5226 -3.1385 -3.9490
C27 -1.6103 -2.5670 -1.4553
C28 -0.6417 -3.7086 -1.2849
C29 -0.7267 -4.2326 0.1012
N3 -0.7276 -3.1613 1.0855
C30 -0.5624 -3.4096 2.4553
C31 -0.5838 -2.2162 3.1939
C32 -0.4573 -2.2493 4.5912
C33 -0.2420 -3.5436 5.1805
C34 -0.1761 -4.7505 4.4136
C35 -0.3757 -4.7017 3.0095
S1 -0.8367 -0.8463 2.1391
C36 -0.9631 -1.8689 0.7790
N4 -1.2944 -1.5125 -0.4623
H28 -3.7814 -1.7725 -2.8385
H29 -2.9057 -0.2038 -2.6599
H30 -2.9354 -0.9761 -4.2473
H31 -0.7418 -1.3712 -3.0178
H32 -2.3157 -3.8720 -3.7307
H33 -1.6919 -2.7194 -4.9480
H34 -0.5434 -3.6104 -3.9205
H35 -2.6056 -2.9959 -1.2507
H36 -0.8692 -4.5254 -1.9822
H37 0.4073 -3.3696 -1.4524
H38 -1.6677 -4.7664 0.2151
H39 0.1084 -4.8815 0.3822
H40 -0.5591 -1.2714 5.1094
H41 -0.1404 -3.5917 6.2660
H42 0.0122 -5.7107 4.9346
H43 -0.3698 -5.6631 2.4160

5.
Density functional theory data (wB97M-V/def2-TZVPD) for a molecular structure, C36H44KN6O7P2 at a distorted geometry.

Calculated values
strongest force on any atom = 2.2 eV Å⁻¹
gap between HOMO and LUMO = 6.28 eV
net charge = -1

Element x y z (Å)
K1 1.2051 0.3400 1.2295
O1 3.6861 -1.5237 0.9408
C1 4.5584 -1.2663 2.0352
C2 3.8660 -1.4499 3.3719
N1 2.7994 -0.4849 3.5454
C3 3.1826 0.8481 3.9902
C4 2.5380 1.9610 3.1230
O2 1.8662 2.8343 3.7245
O3 2.7586 1.8628 1.8756
C5 1.5557 -1.0078 4.0796
C6 0.9230 -2.0606 3.1405
O4 0.3286 -3.0265 3.6489
O5 1.0468 -1.8074 1.8930
H1 2.7784 -1.6615 1.2881
H2 4.9322 -0.2402 1.9627
H3 5.4153 -1.9461 1.9771
H4 4.6194 -1.3848 4.1755
H5 3.4435 -2.4575 3.4094
H6 4.2639 0.9699 3.8798
H7 2.9110 1.0340 5.0380
H8 0.8413 -0.1776 4.1582
H9 1.6536 -1.4536 5.0793
C7 0.0940 2.7135 -2.4847
P1 -0.2794 1.0759 -1.7242
C8 0.0871 0.0167 -3.2292
N2 -0.3717 0.4410 -4.3824
C9 -0.1483 -0.3012 -5.4942
C10 -0.6663 0.1235 -6.7435
C11 -0.4474 -0.6322 -7.8577
C12 0.3048 -1.8332 -7.7775
C13 0.8258 -2.2487 -6.5870
C14 0.6022 -1.4827 -5.4161
N3 1.1369 -1.8816 -4.2366
C15 0.8896 -1.1913 -3.1468
P2 1.7321 -1.7007 -1.5331
C16 3.4293 -1.7804 -2.2449
C17 1.2558 -3.5412 -1.4129
C18 -0.2433 -3.5572 -1.0806
C19 1.5303 -4.4167 -2.6379
C20 2.0390 -4.1588 -0.2418
C21 -2.1654 1.0168 -1.7041
C22 -2.5852 1.8564 -0.4990
C23 -2.5266 -0.4492 -1.4265
C24 -2.9081 1.5121 -2.9401
H10 -0.3180 2.7976 -3.4875
H11 1.1784 2.8272 -2.5249
H12 -0.2998 3.5061 -1.8444
H13 -1.2363 1.0449 -6.7772
H14 -0.8468 -0.3151 -8.8147
H15 0.4660 -2.4204 -8.6732
H16 1.4073 -3.1589 -6.5024
H17 3.4492 -2.3383 -3.1799
H18 4.0855 -2.2292 -1.4992
H19 3.7782 -0.7601 -2.4186
H20 -0.8491 -3.1996 -1.9235
H21 -0.4494 -2.9388 -0.1999
H22 -0.5600 -4.5813 -0.8482
H23 1.0590 -4.0525 -3.5471
H24 1.1431 -5.4209 -2.4233
H25 2.6056 -4.5122 -2.8225
H26 1.7293 -3.7388 0.7141
H27 3.1185 -4.0177 -0.3526
H28 1.8375 -5.2379 -0.2272
H29 -2.0999 1.4925 0.4027
H30 -3.6715 1.7834 -0.3637
H31 -2.3333 2.9149 -0.6229
H32 -1.9994 -0.8293 -0.5447
H33 -2.2765 -1.0944 -2.2761
H34 -3.6039 -0.5410 -1.2421
H35 -2.6930 2.5663 -3.1408
H36 -3.9860 1.4218 -2.7531
H37 -2.6675 0.9419 -3.8345
O6 -4.8963 5.1141 5.1096
N4 -4.2088 5.1171 4.1105
O7 -4.0571 6.0876 3.4020
C25 -3.4495 3.8898 3.7780
C26 -3.9865 2.7424 4.2201
C27 -3.3865 1.4869 3.9106
C28 -3.9114 0.2706 4.3854
C29 -3.2780 -0.8960 4.0716
C30 -2.1255 -0.8416 3.2629
N5 -1.6261 0.2864 2.7920
C31 -2.2347 1.4461 3.1191
C32 -1.6382 2.6983 2.6695
N6 -0.5019 2.5982 1.9624
C33 0.1477 3.6927 1.6395
C34 -0.3345 4.9717 1.9586
C35 -1.5212 5.0941 2.6225
C36 -2.2257 3.9295 3.0072
H38 -4.8922 2.7749 4.8091
H39 -4.8036 0.2816 5.0020
H40 -3.6355 -1.8526 4.4306
H41 -1.5928 -1.7582 3.0068
H42 1.1012 3.5562 1.1339
H43 0.2411 5.8496 1.6935
H44 -1.9101 6.0679 2.8647